Molecular formula: C9H16N2P
Method: DFT, the ωB97M-V functional and the def2-TZVPD basis

```
28
Properties=species:S:1:pos:R:3:forces:R:3
C -0.5133 0.7496 0.8906 -0.81 0.17 0.13
C -1.6745 0.0697 0.6862 0.19 0.86 0.41
C 0.0017 -1.1525 -0.0349 0.61 0.02 -0.05
C -2.1791 -2.0930 -0.2805 -0.92 -1.06 -0.27
C -2.9586 -2.9514 -0.5802 0.83 0.89 0.24
C 3.7667 1.1900 -1.0715 -0.13 -0.21 -0.02
C 2.7009 -0.6391 1.3348 -0.09 0.28 0.08
C 2.4758 0.3813 -0.9877 0.00 0.36 0.15
C 1.9313 0.3357 0.4489 0.92 -0.08 -0.20
N 0.5159 -0.0217 0.4368 -0.73 -0.72 -0.23
N -1.3276 -1.1197 0.1066 0.51 0.19 -0.03
P -5.4763 1.2974 -0.0706 0.63 -0.24 0.26
H -0.3590 1.7199 1.3180 0.07 0.13 0.06
H -2.6945 0.3332 0.8921 -0.16 0.01 -0.03
H 0.5472 -1.9694 -0.4645 0.07 -0.11 -0.07
H -6.3857 0.3804 -0.5757 -0.30 -0.48 -0.19
H -3.6340 -3.7033 -0.8718 -0.37 -0.40 -0.13
H -5.6582 2.1625 -1.1353 0.05 0.42 -0.51
H 4.1152 1.2174 -2.0996 0.08 0.03 -0.06
H 3.6101 2.2127 -0.7401 -0.01 0.13 0.04
H 4.5480 0.7441 -0.4634 0.15 0.00 0.04
H 2.6879 -1.6441 0.9214 0.00 -0.12 -0.07
H 2.2851 -0.6636 2.3399 -0.01 -0.03 0.07
H 3.7351 -0.3162 1.4087 0.08 -0.02 0.00
H 1.7284 0.8410 -1.6390 -0.03 -0.06 0.00
H 2.6621 -0.6314 -1.3468 -0.11 -0.12 -0.01
H 1.9883 1.3398 0.8802 -0.16 -0.11 -0.05
H -6.4388 1.9306 0.6974 -0.33 0.28 0.45
```
Forces are in eV/Å.

Molar mass ... 183.2 g mol⁻¹
Charge ... +1

---

Molecular formula: C9H16N3
Method: DFT, the ωB97M-V functional and the def2-TZVPD basis

```
28
Properties=species:S:1:pos:R:3:forces:R:3
C -1.6057 0.5936 2.3316 -0.87 -1.12 1.03
C 0.7424 -0.1557 2.5333 -0.34 0.77 -0.47
N -0.3883 0.3290 3.1089 0.23 -0.30 -0.40
N 0.7089 -1.1211 1.6321 -0.30 -0.47 -0.52
N 1.8838 0.4809 2.7539 0.49 0.09 0.80
H -0.4712 0.2676 4.1107 0.21 0.48 0.06
H -0.0843 -1.7464 1.5650 -0.05 0.34 0.15
H 1.2161 -1.0450 0.7595 0.35 -0.04 0.11
H 1.8369 1.3576 3.2534 -0.02 -0.08 -0.01
H 2.7983 0.0469 2.7058 -0.29 -0.11 -0.27
H -1.7503 -0.1304 1.5388 0.27 0.16 -0.43
H -1.7192 1.6189 1.9937 0.40 0.03 -0.08
H -2.4253 0.3627 3.0139 -0.14 0.31 -0.08
C 1.3835 1.6362 -2.3616 -0.43 -0.31 1.25
C 0.3925 0.5192 -2.1200 0.17 -0.59 -0.82
C -0.9505 0.6531 -2.4674 0.47 0.06 0.51
C 0.8348 -0.7566 -1.7482 0.60 0.73 0.26
C -1.8045 -0.4276 -2.3065 -0.83 0.20 -0.24
C -0.0315 -1.8070 -1.5313 -0.72 -0.47 0.17
C -1.3996 -1.6290 -1.7524 0.55 0.31 -0.09
H 2.4049 1.2683 -2.4488 -0.10 -0.06 -0.51
H 1.4149 2.2392 -1.4440 -0.13 0.34 -0.32
H -1.2960 1.6228 -2.8102 -0.17 -0.21 -0.22
H 1.9115 -0.8587 -1.6337 -0.04 -0.34 0.01
H -2.8178 -0.3669 -2.6903 -0.07 0.23 0.33
H 0.3157 -2.7957 -1.2552 0.22 0.06 0.11
H -2.1414 -2.3836 -1.5293 0.19 -0.23 -0.25
H 1.0415 2.2277 -3.2018 0.37 0.24 -0.08
```
Forces are in eV/Å.

Molar mass ... 166.2 g mol⁻¹
Charge ... +1

---

Molecular formula: C9H16N3O
Method: DFT, the ωB97M-V functional and the def2-TZVPD basis

```
29
Properties=species:S:1:pos:R:3:forces:R:3
C -2.2123 -1.1203 -0.1969 -1.75 -0.98 0.58
N -0.7434 -1.0910 -0.2496 2.12 0.96 -0.36
C -0.1382 -0.9185 -1.6990 -1.74 -1.72 0.90
C -0.0074 0.1611 0.5410 -0.47 -0.83 0.95
C -0.6438 1.5221 0.1944 0.47 0.43 1.88
C -0.1469 -0.0866 2.0296 -0.50 -1.48 -0.82
N 1.4426 0.0916 0.1886 -1.76 -0.50 0.09
C 2.0043 1.1132 -0.4980 3.95 -1.40 1.47
C 3.3839 1.0469 -0.7237 -1.04 2.16 -0.92
C 4.0503 -0.1108 -0.2878 -1.51 -0.90 -0.05
N 3.4593 -1.1358 0.3209 0.30 0.39 -0.64
C 2.1100 -1.1505 0.4444 -1.19 -1.39 -0.03
O 1.3967 -2.1759 0.6695 2.08 2.32 -0.22
H -2.5112 -2.2410 -0.3418 0.29 2.24 -0.04
H -2.6374 -0.8121 0.8193 0.95 -0.43 -1.30
H -2.6603 -0.4445 -0.9539 0.30 -0.65 0.33
H -0.4046 -2.0294 0.1680 0.37 2.14 -0.50
H -0.3254 0.1996 -1.9099 0.02 -2.43 -0.72
H 0.9131 -1.1553 -1.6245 0.08 0.29 0.01
H -0.5314 -1.8624 -2.2640 0.04 2.55 0.25
H -0.6422 1.6720 -0.8228 -0.22 0.55 -2.42
H -1.6611 1.6473 0.5564 -0.09 -0.54 0.08
H -0.1226 2.4412 0.6211 -0.26 -1.57 -0.17
H 0.4458 -0.9453 2.3235 -0.60 -0.48 0.12
H 0.3236 0.6868 2.5062 1.17 2.35 1.18
H -1.1741 -0.0587 2.3938 0.05 -0.45 -0.20
H 1.4789 2.0035 -0.5082 -0.96 1.44 -0.74
H 3.9342 1.9606 -1.1846 -1.07 -2.00 0.81
H 5.0581 -0.2452 -0.5986 0.98 -0.07 0.46
```
Forces are in eV/Å.

Molar mass ... 182.2 g mol⁻¹
SMILES string ... C[NH+](C)C(C)(C)n1cccnc1=O
Charge ... +1

---

Molecular formula: C9H16N3O
Method: DFT, the ωB97M-V functional and the def2-TZVPD basis

```
29
Properties=species:S:1:pos:R:3:forces:R:3
C 0.7860 2.5972 -1.6885 -0.05 -0.94 -0.35
C 1.7550 3.0510 0.5461 0.19 -1.00 -2.43
N 1.8151 2.6861 1.8255 0.36 1.02 -0.77
N 0.8683 2.4684 -0.2398 -0.97 -0.79 -0.31
N 2.6589 3.8694 -0.1044 -1.12 -1.02 2.46
H 1.0594 2.1180 2.1629 0.31 -0.31 0.37
H 2.6690 2.8763 2.3155 -0.17 -0.14 0.60
H 0.3092 1.6664 0.0797 0.35 0.62 0.71
H 3.0801 4.4539 0.6028 0.43 0.78 -0.79
H 2.2553 4.2554 -0.9466 0.54 0.44 0.08
H 1.6446 2.1425 -2.1899 0.65 0.97 0.14
H 0.4797 3.5925 -2.0065 0.25 -0.08 -0.22
H 0.0711 1.8560 -2.0549 -0.65 0.54 0.41
C -1.4044 -4.6471 -0.8443 0.35 -0.17 0.35
C -1.0240 -0.6761 0.7511 0.34 -0.55 0.56
C -1.5900 -1.6829 1.5592 1.33 1.67 -0.10
C -0.6936 -0.9263 -0.5515 -1.47 -1.39 -1.34
C -1.6624 -2.9177 1.0128 -0.25 -2.31 0.17
C -0.9799 -2.2072 -1.1382 0.55 2.07 0.94
C -1.3676 -3.2462 -0.3201 -0.46 0.45 -0.02
O -0.5817 0.5405 1.2582 -0.38 0.47 0.44
H -1.0688 0.7823 2.0564 -0.15 -0.20 -0.12
H -1.7250 -1.5364 2.6272 -0.19 0.06 -0.16
H -0.4728 -0.1284 -1.2449 0.42 0.18 0.16
H -1.8787 -3.7496 1.6976 -0.23 0.32 -0.39
H -0.8502 -2.2397 -2.2123 0.09 -0.59 0.03
H -0.3506 -4.8741 -1.0384 -0.28 -0.54 -0.13
H -1.9694 -4.7439 -1.7596 -0.04 0.16 -0.39
H -1.8324 -5.3804 -0.1551 0.24 0.24 0.11
```
Forces are in eV/Å.

Molar mass ... 182.2 g mol⁻¹
Charge ... +1

---

Molecular formula: C9H16N4O5
Method: DFT, the ωB97M-V functional and the def2-TZVPD basis

```
34
Properties=species:S:1:pos:R:3:forces:R:3
C 3.1668 1.9705 2.0990 -0.39 -0.83 -0.39
C 1.9960 1.7556 1.9525 0.99 0.28 0.43
C 0.6317 1.4548 1.5929 0.25 0.30 -0.09
N 0.6526 0.4123 0.5584 -0.36 -0.08 0.62
C -0.1499 0.3586 -0.4517 0.64 0.07 -0.40
N -0.0026 -0.5946 -1.4232 -1.50 0.01 1.00
C 0.3321 -1.9807 -1.0046 1.04 0.04 -0.96
C 0.3545 -2.8802 -2.2551 0.09 0.31 0.31
N -1.1221 1.3334 -0.6012 0.01 -0.34 -0.16
C -2.3248 1.2716 0.2413 -0.27 0.10 -0.12
C -2.8988 -0.1266 0.5891 0.21 0.25 -0.10
C -2.4889 -0.5258 1.9842 -0.13 -0.36 -0.19
O -3.1007 -0.1476 2.9238 -0.37 0.38 0.79
O -1.3656 -1.3085 2.1447 -0.01 -0.21 -0.63
H 4.2274 1.8808 2.0398 0.02 0.50 0.22
H 0.0777 1.1116 2.4656 -0.26 -0.03 -0.06
H 0.2050 2.3648 1.1769 -0.38 -0.13 -0.09
H 1.3892 -0.2759 0.6515 0.17 0.12 -0.23
H -0.8982 -0.6266 -1.8985 0.25 -0.01 -0.49
H 1.3450 -1.9578 -0.6132 -0.01 0.04 0.27
H -0.3648 -2.3553 -0.2594 -0.04 0.16 0.21
H 0.2973 -2.2527 -3.1403 -0.05 -0.07 -0.15
H -0.4575 -3.6008 -2.2533 -0.07 -0.04 -0.08
H 1.3031 -3.4044 -2.3082 -0.02 -0.17 -0.04
H -1.3357 1.4787 -1.5774 -0.06 -0.04 -0.02
H -2.1902 1.8307 1.1654 0.17 0.02 0.07
H -3.0940 1.8057 -0.3084 0.05 0.12 -0.08
H -3.9785 -0.0185 0.6318 -0.09 0.00 0.05
H -2.6856 -0.8828 -0.1643 0.26 -0.01 -0.02
H -1.6646 -2.2245 2.2264 0.22 -0.03 0.24
N 3.5422 1.5395 -1.5560 -0.11 0.19 0.01
O 3.2327 0.5700 -0.8059 -0.24 -0.42 0.13
O 3.5434 2.6907 -1.0814 -0.01 -0.06 -0.03
O 3.8261 1.3342 -2.7413 -0.02 -0.05 0.01
```
Forces are in eV/Å.

Molar mass ... 260.2 g mol⁻¹

---

Molecular formula: C9H16N4O5
Method: DFT, the ωB97M-V functional and the def2-TZVPD basis

```
34
Properties=species:S:1:pos:R:3:forces:R:3
N -6.0106 0.0336 0.0037 0.87 -0.55 0.17
C -4.6712 0.2564 -0.1489 -0.73 0.62 -0.15
O -4.2611 1.2936 -0.6462 0.02 -0.26 0.00
C -3.7989 -0.8374 0.3775 -0.24 -0.20 1.82
C -2.4154 -0.9262 -0.1909 0.91 0.50 -0.80
C -1.4613 0.2471 0.1671 -0.47 0.10 -0.20
N -1.3525 1.3068 -0.8282 0.36 -0.28 0.15
C -0.0595 -0.2842 0.5734 -1.71 -0.55 0.17
O 0.0224 -1.3500 1.1842 0.39 0.31 0.09
N 0.9583 0.4881 0.2291 2.61 0.97 0.36
C 2.3039 0.4878 0.8871 -0.73 0.39 1.38
C 2.9786 -0.8513 0.9230 0.39 -1.00 -0.44
C 2.9170 -1.5419 -0.4357 -0.01 0.28 -0.26
N 1.9841 -2.4826 -0.5785 -0.29 -0.46 0.89
O 3.6292 -1.1935 -1.3795 0.18 0.18 0.34
C 3.1512 1.6308 0.2508 -0.80 1.03 -1.00
O 2.8046 2.7880 0.3898 0.35 -1.22 0.37
O 4.1731 1.3230 -0.5604 -0.47 0.20 0.67
H -6.3288 -0.7993 0.4683 -0.18 0.17 -0.13
H -6.6448 0.7335 -0.3027 -0.44 0.37 -0.08
H -3.6722 -0.6310 1.4940 -0.38 -0.29 -1.18
H -4.3546 -1.7940 0.2993 0.46 0.37 0.03
H -1.9207 -1.7571 0.2800 -0.05 -0.83 -0.22
H -2.4552 -1.0159 -1.2995 0.16 -0.21 0.65
H -1.8766 0.6787 1.0805 0.23 0.20 0.19
H -1.0267 0.8385 -1.6613 0.08 0.22 -0.49
H -2.2769 1.6695 -1.0392 -0.01 -0.04 0.16
H 0.7992 1.4055 -0.1492 -0.90 0.18 -0.26
H 2.1538 0.7542 1.9833 0.16 0.11 -1.30
H 2.5610 -1.4808 1.7018 -0.31 -0.02 -0.09
H 4.0214 -0.7137 1.1941 0.22 0.09 -0.14
H 1.9236 -3.0069 -1.4233 0.03 -0.07 -0.50
H 1.3351 -2.6841 0.1758 0.17 0.18 -0.20
H 4.0968 0.4064 -0.9081 0.12 -0.49 -0.02
```
Forces are in eV/Å.

Molar mass ... 260.2 g mol⁻¹
SMILES string ... NC(=O)CC[C@H](N)C(=O)N[C@@H](CC(N)=O)C(=O)O

---

Results for calculated total energy: -21852.5467, -14057.0040, -16102.0657, -16104.5177, -25783.1936, -25792.8369 (in eV, following the order of the records).
Results for HOMO level: -12.7596, -11.9751, -12.9324, -11.4089, -7.1582, -9.4189 (in eV, following the order of the records).
Results for gap between HOMO and LUMO: 9.427, 8.759, 9.080, 8.641, 6.631, 9.987 (in eV, following the order of the records).